Here is one molecule with the formula C2H8N2Si from the OMol25 dataset. Energies are from the ωB97M-V functional and the def2-TZVPD basis.

As for the LUMO energy: 0.92 eV. For the total energy, the calculation gives -13059.551 eV. The relative energy (zero: lowest compared OMol25 entry of this formula, charge and spin) is 1.1 kJ/mol. As for the SMILES: CN1N[Si@H]1C. As for the multiplicity: 1. The HOMO energy comes out at -8.90 eV.

Each atom is followed by the atoms it is bonded to, with distances in Å.
Positions of all 13 atoms, in Å:
1 C 1.3379 0.2317 1.3383  N4 1.485, H6 1.052, H7 1.066, H8 1.033
2 C -1.1599 -1.3006 -0.8756  Si5 1.870, H9 1.112, H10 1.182, H11 1.087
3 N 0.5903 1.2770 -0.7581  N4 1.488, Si5 1.712, H12 1.009
4 N 0.3315 1.1161 0.6987  C1 1.485, N3 1.488, Si5 1.689
5 Si -0.8453 0.4557 -0.3166  C2 1.870, N3 1.712, N4 1.689, H13 1.434
6 H 1.1003 -0.5335 2.0193  C1 1.052
7 H 1.9124 -0.3613 0.6643  C1 1.066
8 H 2.1108 0.7593 1.7766  C1 1.033
9 H -0.3805 -2.0505 -0.6160  C2 1.112
10 H -2.2754 -1.5912 -0.6150  C2 1.182
11 H -1.2275 -1.3701 -1.9583  C2 1.087
12 H 0.6261 2.2584 -0.9900  N3 1.009
13 H -2.1208 1.1089 -0.3675  Si5 1.434

Results of the Mulliken charge analysis, in e, for atoms 1 through 6: atom 1 (C): -1.025, atom 2 (C): -0.931, atom 3 (N): -0.504, atom 4 (N): -0.136, atom 5 (Si): 0.451, atom 6 (H): 0.368